[1]
25
Properties=species:S:1:pos:R:3:forces:R:3 method="wB97M-V/def2-TZVPD" multiplicity=2 total_charge=0 s_squared=0.751 fmax_ev_per_a=5.8 homo_energy_ev="-2.56 / -9.60" gap_ev="3.31 / 10.27" e_lumo_ha="0.0276 / 0.0247" de_lowest_kcal_mol=95.51
C 0.15495 1.65094 2.41816 2.04 -2.20 3.41
C 0.22433 0.74208 1.14270 2.97 4.80 1.21
C -1.17524 0.69405 0.64528 -1.36 -1.95 0.00
C -1.25187 -0.55060 -0.24759 -1.41 -1.80 0.88
C -0.73637 -0.50324 -1.66582 0.88 -0.88 -2.28
N 0.78797 -0.91235 -1.59675 -4.04 -1.12 3.12
C 0.81789 -2.38443 -1.22812 3.11 1.66 -2.10
N 1.09707 1.63385 0.13077 -3.57 -1.66 -0.36
H 1.20096 2.02114 2.72404 -1.28 -0.87 -0.37
H -0.25785 1.04012 3.42240 0.83 1.62 -2.67
H -0.36252 2.58227 2.31666 -0.89 0.22 -0.44
H 0.82679 -0.20631 1.36024 -1.37 1.08 -0.48
H -1.79687 0.37127 1.54959 0.54 0.85 -1.10
H -1.65401 1.66608 0.19437 1.32 -1.82 0.81
H -2.28690 -0.82084 -0.33787 -0.97 0.17 -0.31
H -0.96323 -1.56012 0.39452 -0.02 2.78 -1.55
H -1.32424 -1.23256 -2.35463 1.41 0.99 1.19
H -0.70737 0.46607 -2.24825 -0.26 -0.61 1.08
H 1.03075 -0.29035 -0.84739 1.14 0.58 0.65
H 0.90889 -2.71090 -2.25044 0.09 -1.37 -0.41
H -0.05565 -2.72022 -0.81232 -1.89 -0.55 1.03
H 1.71867 -2.65655 -0.66720 -0.29 0.23 -0.08
H 1.37206 -0.67283 -2.37081 1.08 0.36 -2.26
H 1.98048 1.93517 0.46878 0.53 0.35 0.61
H 0.45132 2.41829 -0.14032 1.40 -0.85 0.41

[2]
25
Properties=species:S:1:pos:R:3:forces:R:3 method="wB97M-V/def2-TZVPD" total_charge=+1 fmax_ev_per_a=5.0 homo_energy_ev=-11.85 gap_ev=8.32 e_lumo_ha=-0.1298 smiles=C[C@@H]([NH3+])CCCCN de_lowest_kcal_mol=77.94
C -0.46040 -0.52525 -2.37872 -2.01 -1.95 0.95
C 0.03134 0.79893 -2.01212 2.19 3.68 2.57
C 0.62915 1.10514 -0.55099 -0.21 -1.06 1.78
C -0.13600 0.45359 0.68785 3.25 0.98 2.21
C 0.29431 -1.01398 0.96210 1.97 -2.39 -1.11
C 0.13092 -1.54855 2.49770 -4.05 -0.70 -0.47
N 1.04582 -1.13946 3.53712 2.34 -0.15 -0.08
N -1.08112 1.96200 -2.07120 -1.47 -2.46 -0.28
H -0.38139 -1.00251 -3.32685 0.81 0.68 -1.34
H -0.10638 -1.32100 -1.71366 0.17 0.56 0.07
H -1.55524 -0.57975 -2.25373 0.13 0.13 0.35
H 0.83645 1.26701 -2.55998 -0.05 -0.39 -1.13
H 1.70556 0.85050 -0.26676 -1.20 -0.26 -1.53
H 0.69202 2.21117 -0.43060 -0.43 -0.59 -0.18
H -1.22804 0.50627 0.66720 0.15 0.42 0.24
H 0.42365 1.03236 1.64582 -2.27 -1.12 -2.30
H 1.36557 -1.22163 0.71051 -0.25 1.03 0.24
H -0.08724 -1.66314 0.07524 -0.35 0.42 2.37
H -0.81743 -0.95630 2.61987 0.39 -0.82 0.97
H -0.18144 -2.66509 2.75299 0.55 1.96 -1.77
H 1.98376 -1.48430 3.28718 -0.18 0.58 -0.31
H 0.97108 -1.69373 4.40835 -0.98 0.56 -0.69
H -1.16250 2.28559 -3.02470 -0.43 -0.07 -0.50
H -0.90109 2.78696 -1.52447 0.53 0.19 0.63
H -2.01136 1.55515 -1.73815 1.39 0.76 -0.68

[3]
25
Properties=species:S:1:pos:R:3:forces:R:3 method="wB97M-V/def2-TZVPD" total_charge=+1 fmax_ev_per_a=3.6 homo_energy_ev=-13.00 gap_ev=9.48 e_lumo_ha=-0.1294 de_lowest_kcal_mol=38.92
C -1.10231 -1.67396 0.91664 0.95 -0.11 0.36
C -1.34848 -2.80897 0.20765 -0.02 1.42 1.03
N -2.76211 -3.22518 0.25176 0.12 0.54 -3.52
N 0.10553 -1.16216 1.25445 0.06 -1.25 -0.69
H -1.90938 -1.08506 1.37399 0.00 -0.42 -0.38
H -0.65324 -3.45487 -0.32260 -0.31 0.15 0.27
H -2.91345 -3.99907 0.82738 -0.41 -1.64 1.43
H -3.40759 -2.47665 0.49897 0.12 0.12 0.18
H -3.02888 -3.52182 -0.72569 -0.01 0.27 1.14
H 0.96345 -1.63330 0.93889 -0.69 0.68 0.28
H 0.16482 -0.21904 1.58883 0.17 0.06 -0.04
C 2.21001 0.26378 -1.15647 0.28 0.17 -0.79
C 0.06124 3.27877 0.14674 0.08 1.99 -0.41
C 0.64712 1.85063 0.13127 -0.88 0.88 0.71
C 1.73511 1.74848 -0.96187 -0.80 -1.86 0.86
H 2.83732 -0.13840 -0.33333 -0.48 0.37 -0.25
H 2.83633 0.16102 -2.08132 -0.50 0.17 0.77
H 1.32919 -0.41267 -1.32006 0.65 0.62 0.26
H -0.96344 3.40165 0.59456 1.03 -0.37 -0.33
H 0.01272 3.67210 -0.90087 -0.37 -0.56 0.60
H 0.71063 4.10069 0.59580 -0.53 -1.40 -0.04
H -0.23095 1.19457 -0.09994 0.87 0.18 -0.02
H 0.95946 1.62969 1.19136 0.18 -0.07 -1.03
H 1.21520 2.05720 -1.86179 0.20 0.12 -0.35
H 2.53172 2.45256 -0.75434 0.29 -0.05 -0.02

[4]
25
Properties=species:S:1:pos:R:3:forces:R:3 method="wB97M-V/def2-TZVPD" total_charge=+1 fmax_ev_per_a=3.6 homo_energy_ev=-13.60 gap_ev=5.38 e_lumo_ha=-0.3017 de_lowest_kcal_mol=134.37
N -2.72986 -0.02409 2.20753 1.78 0.89 0.84
C -2.58113 0.51738 -1.40410 -0.58 1.38 1.35
C -1.42636 -0.35525 -1.27662 2.98 -1.81 0.68
N -0.42362 0.10217 -0.30152 0.89 -2.67 -1.06
C 3.32725 0.95226 -0.17199 1.05 0.02 -0.60
C 1.88714 0.86795 0.18339 -2.69 0.20 0.98
C 1.02399 -0.36807 -0.33230 -0.39 1.11 -2.64
C 1.28538 -1.57804 0.59620 0.35 0.65 -0.27
H -2.13547 0.56410 2.84410 -1.65 -0.23 0.09
H -1.87509 -0.28559 1.69072 -1.02 -1.17 -0.18
H -3.33031 0.42998 -0.62013 0.02 -0.17 0.02
H -2.16356 1.51973 -1.32912 -0.46 0.30 -0.32
H -2.99828 0.35116 -2.35926 -0.71 0.04 -1.02
H -1.01403 -0.58876 -2.30781 0.34 0.00 1.06
H -1.68434 -1.48515 -0.93714 0.79 1.80 -0.04
H -3.14582 -0.78121 2.78732 0.91 0.50 -0.75
H 3.97341 0.47825 0.61424 -0.46 0.60 -0.90
H 3.52619 0.48778 -1.15013 0.05 -0.15 0.33
H 3.58198 2.01898 -0.36298 0.07 -0.72 0.60
H 1.27553 1.72180 -0.03830 0.24 0.88 -1.33
H 1.68618 0.99502 1.24418 0.45 -0.92 0.62
H 1.31193 -0.60035 -1.45820 -0.65 0.19 2.18
H 0.65279 -1.47542 1.42750 -0.51 0.27 1.60
H 0.97024 -2.47012 0.14514 -0.21 -1.33 -0.93
H 2.34539 -1.64417 0.90029 -0.58 0.32 -0.31

[5]
29
Properties=species:S:1:pos:R:3:forces:R:3 method="wB97M-V/def2-TZVPD" total_charge=0 fmax_ev_per_a=4.9 homo_energy_ev=-8.84 gap_ev=9.75 e_lumo_ha=0.0336 smiles="[H]/N=C(/N)C(C)C.CCOP(O)O" de_lowest_kcal_mol=0.00
C 3.85211 -1.68350 0.35008 -2.84 -3.10 2.42
C -3.85834 -0.17295 -0.07742 0.30 0.38 0.20
C -1.63853 -0.72619 -1.26615 -1.69 1.13 0.92
C 2.53430 -1.07438 0.84869 1.30 0.93 -2.43
C -2.32464 -0.32482 0.03205 0.19 -1.47 -0.57
C -1.58621 0.90996 0.46002 -1.15 -1.11 0.02
N -0.94726 0.95320 1.53631 0.76 0.00 2.06
N -1.68439 2.01013 -0.33612 0.25 0.71 -1.93
O 1.48434 1.69602 0.82791 -1.10 0.32 0.87
O 3.15598 1.24023 -1.00901 -0.54 -1.71 1.86
O 1.68841 -0.64331 -0.22241 -0.07 1.78 -1.02
P 1.56939 0.98120 -0.62288 -0.05 -0.95 0.58
H 4.19381 -1.26535 -0.52109 1.38 1.89 -1.42
H 4.45913 -1.79079 1.27880 0.27 0.09 -1.26
H 3.52425 -2.66043 -0.01405 0.62 -0.58 0.24
H -4.28768 -0.63290 -0.91496 0.00 -1.14 -1.67
H -4.48686 -0.56745 0.68897 0.23 -0.42 1.26
H -4.24254 0.81873 -0.21535 0.52 1.02 0.16
H -1.92209 -1.59400 -1.71391 -1.53 -2.88 -0.68
H -0.62748 -0.83894 -1.18986 2.85 0.34 0.45
H -1.93527 -0.01690 -1.93502 -0.11 2.18 -2.40
H 2.92816 -0.27389 1.37981 -0.39 1.93 1.49
H 1.83742 -1.64062 1.36665 -0.32 -1.67 1.70
H -1.98234 -1.21503 0.58373 -0.72 0.72 1.17
H -1.09226 0.08834 2.06821 0.23 0.45 -0.11
H 0.54283 1.68947 1.38114 1.85 -0.66 -1.83
H 3.29036 1.94108 -1.59755 0.16 1.66 -1.35
H -1.18419 1.98845 -1.23302 -0.74 -0.85 0.08
H -1.26037 2.80465 0.06645 0.33 0.98 1.18

[6]
29
Properties=species:S:1:pos:R:3:forces:R:3 method="wB97M-V/def2-TZVPD" total_charge=+1 fmax_ev_per_a=0.9 homo_energy_ev=-12.77 gap_ev=10.31 e_lumo_ha=-0.0904 de_lowest_kcal_mol=44.44
C 1.15714 2.55163 -0.58619 -0.02 0.11 0.07
C 1.85700 -1.16705 -0.89371 -0.02 -0.65 0.65
C -1.34566 1.49733 0.30500 -0.45 0.12 0.11
C 2.40691 -1.67561 0.44436 0.20 -0.02 -0.41
C -2.46695 0.72993 1.00085 0.45 0.44 0.29
C 0.88414 1.08919 -0.51826 0.23 -0.37 -0.29
N 1.84466 0.28090 -0.93562 0.42 0.25 -0.07
N -0.27441 0.62194 -0.11758 0.25 -0.49 -0.03
O 1.68259 -1.04080 1.47577 -0.19 0.07 0.21
O -3.20159 -0.10623 0.12254 -0.02 -0.33 -0.40
O -2.14719 -2.41572 -0.54587 -0.71 0.28 0.30
O -0.74667 -2.15108 -0.26539 0.44 0.26 0.26
H 0.41821 3.04847 -1.21082 -0.06 0.03 -0.04
H 2.14309 2.74222 -0.99932 0.01 0.00 -0.02
H 1.11076 2.99660 0.40506 -0.02 0.02 0.10
H 2.47992 -1.53283 -1.70924 -0.07 0.04 -0.02
H 0.84756 -1.56880 -1.00916 0.22 0.17 -0.32
H -0.96602 2.24092 1.01139 -0.07 -0.04 -0.04
H -1.75167 2.03551 -0.56352 -0.02 0.00 0.16
H 3.47609 -1.44579 0.54024 -0.04 -0.05 -0.06
H 2.27260 -2.76108 0.46686 0.06 0.04 -0.03
H -2.04960 0.07335 1.76572 -0.05 0.06 0.00
H -3.14155 1.44695 1.47923 0.09 -0.11 -0.03
H 2.73880 0.70048 -1.15255 -0.27 0.16 0.03
H -0.42150 -0.42313 -0.08137 -0.11 0.39 -0.03
H -2.36537 -3.12438 0.09048 -0.11 0.25 -0.21
H 1.80072 -1.53816 2.29116 -0.01 0.07 -0.02
H -3.64284 0.43428 -0.54504 -0.05 -0.15 0.00
H -2.59918 -1.53907 -0.26501 -0.10 -0.54 -0.17